1.
# C2H5N5

The molecule C2H5N5 (wB97M-V/def2-TZVPD, the OMol25 dataset).

Each line ends with the natural charge from an NBO analysis.
Positions of all 12 atoms, in Å:
H  1.42110  2.22453  1.59097  0.35
N  2.02826  1.43561  1.24036  -0.67
C  1.31925  0.57239  0.60925  0.47
N  1.73555  -0.73168  0.29156  -0.24
N  0.78391  -1.30205  -0.31350  0.06
N  -0.19346  -0.47013  -0.65059  -0.10
C  -1.50826  -0.93922  -0.57319  -0.43
N  0.02129  0.72476  0.01878  -0.49
H  -1.98309  -0.75280  0.41670  0.21
H  -2.10043  -0.26989  -1.23962  0.21
H  -1.63451  -2.05472  -0.77009  0.24
H  0.11037  1.56319  -0.62063  0.40

SMILES ... [H]/N=c1/nnn(C)[nH]1
Largest force on an atom ... 3.5 eV/A
Kohn-Sham gap ... 9.4 eV

=====

2.
# C26H24Cl56NO4PS2

A cluster of 15 separate species, C26H24Cl56NO4PS2 in total (wB97M-V/def2-TZVPD, the OMol25 dataset).

Each line ends with the Mulliken charge.
Positions of all 114 atoms, in Å:
C  -0.82203  -3.90946  1.19493  -0.86
C  -1.78906  -3.01851  0.25973  -0.28
S  -1.09576  -1.29869  0.18637  0.02
C  -2.40627  -0.06642  0.57555  -0.39
C  -2.19663  0.78718  1.90142  0.25
N  -3.21002  1.85869  1.88500  -0.50
C  -2.92239  2.89332  2.64394  0.75
C  -2.75625  4.29740  1.89381  -0.73
C  -2.77365  2.94272  4.20970  -0.70
O  -0.86227  1.20543  2.19667  -0.11
C  -0.21686  1.86915  1.13883  0.29
O  -0.75085  2.55171  0.26159  -0.44
P  1.68247  1.74961  1.09446  0.24
C  2.27666  3.29476  0.19959  -0.93
C  2.17460  1.83057  2.94585  -0.40
C  3.06039  0.59445  3.40637  -0.69
S  -2.69309  -0.36429  3.33599  1.66
C  -4.48395  -0.13458  3.80695  -0.99
O  -1.80163  -0.07578  4.53627  -0.72
O  -2.54900  -1.82050  3.01184  -0.63
H  0.23729  -3.51813  1.03524  0.23
H  -1.04224  -3.75140  2.29952  0.19
H  -0.89556  -5.01281  0.94217  0.35
H  -1.84648  -3.53158  -0.74641  0.46
H  -2.84174  -3.04078  0.70138  0.04
H  -2.57212  0.61399  -0.31577  -0.48
H  -3.38116  -0.64498  0.72903  0.59
H  -2.82602  4.20063  0.77610  0.26
H  -1.74208  4.71548  2.21390  0.27
H  -3.51978  5.02870  2.33083  0.02
H  -3.46100  2.25420  4.77659  0.21
H  -1.71060  2.59067  4.45007  0.13
H  -2.85868  3.98409  4.64988  0.16
H  2.04870  3.26015  -0.91074  0.19
H  3.37982  3.50298  0.32721  0.36
H  1.70999  4.18910  0.63181  0.32
H  2.66944  2.84060  3.07979  0.45
H  1.24728  1.84838  3.60940  0.09
H  3.16851  0.68025  4.54104  0.24
H  4.09059  0.57863  2.94115  0.29
H  2.50073  -0.38431  3.24165  0.07
H  -4.82584  0.93665  3.73425  0.31
H  -5.12138  -0.75984  3.09697  0.30
H  -4.62253  -0.46121  4.88294  0.32
C  -0.81358  0.84305  -3.49247  0.18
Cl  -2.22201  1.25083  -2.48533  -0.16
Cl  -0.55773  2.11932  -4.70011  -0.13
Cl  0.63955  0.68241  -2.48672  0.03
Cl  -1.12050  -0.69765  -4.31626  0.02
C  5.21508  1.46688  -3.29603  0.14
Cl  5.77209  3.15272  -3.26995  -0.12
Cl  5.63861  0.72166  -4.84833  -0.02
Cl  5.98942  0.56754  -1.97612  -0.08
Cl  3.45247  1.41867  -3.09272  0.04
C  4.61303  -3.19408  -4.82440  0.10
Cl  5.35122  -4.01742  -3.43721  -0.04
Cl  3.43696  -4.27930  -5.59385  0.04
Cl  3.78501  -1.72666  -4.27078  0.05
Cl  5.87722  -2.75613  -5.99563  -0.05
C  2.40239  -3.02844  5.29137  0.14
Cl  3.49246  -2.16222  6.39376  0.00
Cl  3.16135  -3.16013  3.69139  -0.10
Cl  2.08035  -4.65313  5.93140  -0.11
Cl  0.88385  -2.12960  5.14586  0.04
C  -4.56540  -2.49493  -5.81778  0.18
Cl  -3.30579  -3.63237  -5.29608  0.00
Cl  -4.21794  -0.88476  -5.15935  -0.05
Cl  -4.59043  -2.41371  -7.58990  -0.04
Cl  -6.14529  -3.04915  -5.22725  -0.10
C  4.32698  0.48216  9.72443  0.27
Cl  4.73238  2.20608  9.84381  -0.10
Cl  4.88094  -0.14789  8.16080  0.05
Cl  5.12689  -0.40646  11.03650  -0.11
Cl  2.56904  0.27645  9.85547  -0.10
C  4.17573  -7.49177  -2.06667  0.26
Cl  5.39573  -6.69548  -1.05077  -0.09
Cl  4.84152  -7.76104  -3.69016  -0.07
Cl  3.73067  -9.05045  -1.34367  -0.11
Cl  2.73612  -6.45995  -2.18176  -0.01
C  -7.01330  -3.73725  3.73214  0.26
Cl  -8.18272  -3.76826  2.39679  -0.11
Cl  -5.51203  -2.96267  3.18757  0.01
Cl  -7.69193  -2.81843  5.09179  -0.11
Cl  -6.66689  -5.39737  4.25429  -0.10
C  8.96541  -0.70869  -8.30211  0.28
Cl  7.60498  -0.25378  -7.25665  -0.02
Cl  9.21050  0.54516  -9.53413  -0.10
Cl  10.43570  -0.87081  -7.32165  -0.10
Cl  8.60883  -2.25635  -9.09486  -0.10
C  -0.01699  -6.42238  -6.87673  0.32
Cl  -0.37983  -5.06526  -7.96114  -0.09
Cl  1.72554  -6.46201  -6.53994  -0.06
Cl  -0.90647  -6.21816  -5.35396  -0.09
Cl  -0.50555  -7.94431  -7.64784  -0.10
C  8.39257  -0.09057  5.89952  0.29
Cl  9.08727  1.52530  5.66073  -0.10
Cl  9.46761  -1.30859  5.18483  -0.10
Cl  8.21157  -0.40635  7.63622  -0.08
Cl  6.80104  -0.17288  5.11536  -0.01
C  -5.29914  7.95806  3.66394  0.28
Cl  -4.21466  6.77188  4.41934  -0.09
Cl  -5.48307  7.57571  1.94051  -0.03
Cl  -6.88575  7.89779  4.45649  -0.10
Cl  -4.61120  9.58424  3.83942  -0.10
C  -6.76098  8.74042  -2.19541  0.35
Cl  -5.40648  9.70588  -2.81377  -0.09
Cl  -7.71728  8.12191  -3.55619  -0.09
Cl  -6.13160  7.37768  -1.24742  -0.07
Cl  -7.78775  9.75431  -1.16207  -0.10
C  -4.35095  0.62089  -10.17635  0.31
Cl  -5.74738  1.02978  -9.16015  -0.08
Cl  -4.09834  1.90197  -11.37866  -0.11
Cl  -2.90320  0.47056  -9.15968  -0.04
Cl  -4.65541  -0.91870  -11.00858  -0.09

Largest force on an atom ... 6.3 eV/A
Kohn-Sham gap ... 8.3 eV

=====

3.
# C5H4Br4N2S

A structure of composition C5H4Br4N2S (wB97M-V/def2-TZVPD, the OMol25 dataset).

Each line ends with the natural charge from an NBO analysis.
Positions of all 16 atoms, in Å:
C  1.84877  2.11593  -0.39497  -0.19
C  1.82275  0.53687  -0.08699  -0.08
C  0.58282  2.43298  -0.67941  -0.07
C  -0.96065  -2.27088  0.39913  -0.31
C  -2.26377  -2.20311  0.56819  -0.24
N  0.44637  0.18695  -0.20385  -0.21
N  -0.20169  1.22210  -0.62893  -0.19
S  -1.85442  1.22807  -0.76226  0.03
Br  2.32392  0.21788  1.87471  -0.03
Br  -0.12435  -3.00329  -1.09565  0.08
Br  -3.60731  -2.88157  -0.58149  0.12
Br  -2.88500  -1.42137  2.15237  0.12
H  2.69317  2.74925  -0.30898  0.24
H  2.45212  -0.13430  -0.49030  0.23
H  0.03917  3.38749  -0.94815  0.27
H  -0.31190  -2.16301  1.18660  0.23

Largest force on an atom ... 5.8 eV/A
Kohn-Sham gap (alpha / beta) ... 7.1 / 7.1 eV

=====

4.
# C5H12N4

The molecule C5H12N4 (wB97M-V/def2-TZVPD, the OMol25 dataset).

Each line ends with the Mulliken spin population.
Positions of all 21 atoms, in Å:
C  0.13085  0.82808  -0.53424  -0.06
C  1.34967  1.28160  0.68774  0.16
C  0.99823  -1.47268  -0.72141  0.00
C  -0.97504  -1.25197  0.67397  0.01
C  -0.27205  -0.63154  -0.50748  0.07
N  0.91271  1.09086  -1.75566  0.69
N  0.50727  2.10532  -2.31900  0.55
N  -0.93425  1.83248  -0.48416  0.04
N  -0.52728  2.65085  -1.71154  0.53
H  0.79177  1.82828  1.41315  -0.01
H  2.10486  1.80866  0.25395  0.01
H  1.85971  0.50392  1.24052  0.00
H  0.74096  -2.53703  -0.54394  0.00
H  1.69690  -1.21460  -0.05147  0.00
H  1.46345  -1.49195  -1.67663  0.00
H  -1.27001  -2.31178  0.46970  0.00
H  -1.85142  -0.61050  0.88309  0.00
H  -0.43693  -1.14213  1.70155  0.00
H  -0.86867  -0.83276  -1.49131  0.01
H  -1.82457  1.34570  -0.63526  0.03
H  -1.15082  3.30858  -2.16138  0.00

Largest force on an atom ... 10.4 eV/A
Multiplicity ... 3
<S²> ... 2.009
Kohn-Sham gap (alpha / beta) ... 6.0 / 7.3 eV